The following is a DFT calculation (ωB97M-V/def2-TZVPD) of a structure of composition C56H44IrN4O6S at a distorted geometry.

Positions of all 112 atoms, in Å:
Ir -0.01 0.03 -0.13
O 1.48 -2.81 -2.67
C 0.67 -2.16 -2.05
N 0.72 -0.77 -1.87
C 1.68 -0.04 -2.52
O 2.16 -0.24 -3.61
C 2.10 1.14 -1.71
C 3.17 1.94 -2.09
C 3.52 3.00 -1.28
C 2.78 3.24 -0.13
C 1.72 2.42 0.18
N 1.41 1.37 -0.59
C -0.57 -2.78 -1.44
C -1.15 -3.97 -2.13
C -2.33 -4.64 -1.45
C -3.88 -2.92 -0.21
C -3.08 -2.09 0.47
N -1.77 -1.77 0.00
H 3.68 1.69 -3.01
H 4.36 3.63 -1.54
H 3.01 4.07 0.52
H 1.10 2.59 1.04
H -0.47 -4.60 -2.70
H -2.66 -5.50 -2.02
H -4.90 -3.06 0.14
H -3.43 -1.63 1.39
S -2.51 1.55 4.81
C -1.44 0.08 4.91
C -1.26 -0.04 6.40
C -0.07 -0.19 6.98
C 1.14 -0.35 6.17
C 1.09 -0.24 4.85
C -0.14 0.22 4.11
N -1.35 0.10 1.92
C -1.86 1.50 2.04
C -2.29 1.84 0.57
C -3.53 2.37 0.22
C -3.86 2.68 -1.09
C -2.94 2.47 -2.10
C -1.74 1.85 -1.78
C -1.41 1.47 -0.48
H -2.17 0.00 6.99
H 0.01 -0.25 8.06
H 2.07 -0.60 6.67
H 1.98 -0.38 4.25
H -4.28 2.55 0.97
H -4.84 3.09 -1.31
H -3.17 2.73 -3.12
H -1.05 1.61 -2.59
C -0.94 -2.94 5.23
C -1.84 -2.34 4.16
C -3.14 -3.11 4.08
O -2.26 -0.99 4.39
C -0.20 -0.34 2.68
C -0.03 -1.87 2.53
O -1.27 -2.48 2.87
C 0.49 -2.44 1.14
O 1.26 -1.47 0.56
C -0.71 -2.86 0.20
C -1.20 -4.22 0.67
C -1.90 -5.06 -0.08
C -3.43 -3.60 -1.49
C -2.75 -2.52 -2.29
C -1.69 -1.85 -1.53
C 1.37 -3.67 1.41
C 2.03 -4.25 0.32
C 2.86 -5.34 0.49
C 3.07 -5.89 1.75
C 2.42 -5.33 2.84
C 1.57 -4.23 2.66
C 0.38 1.51 3.28
O 0.85 0.54 2.29
C 1.48 2.30 3.91
C 2.77 2.26 3.40
C 3.79 2.97 4.02
C 3.53 3.73 5.15
C 2.24 3.76 5.67
C 1.22 3.05 5.05
C -0.73 2.32 2.64
C -0.74 3.68 2.70
C -1.86 4.53 2.57
C -3.21 4.17 2.80
C -3.74 2.95 3.05
C -3.03 1.62 3.05
H -1.43 -2.89 6.20
H 0.02 -2.44 5.30
H -0.78 -3.98 4.97
H -3.65 -3.08 5.04
H -2.94 -4.14 3.79
H -3.79 -2.66 3.33
H -2.10 -0.57 2.00
H 0.75 -2.12 3.25
H -0.94 -4.50 1.67
H -2.17 -6.04 0.30
H -4.30 -4.02 -2.00
H -3.34 -1.93 -2.98
H -1.44 -0.88 -1.95
H 1.92 -3.84 -0.67
H 3.36 -5.76 -0.38
H 3.72 -6.74 1.89
H 2.56 -5.73 3.83
H 1.06 -3.86 3.54
H 2.98 1.64 2.53
H 4.80 2.93 3.62
H 4.32 4.27 5.64
H 2.03 4.34 6.56
H 0.21 3.07 5.46
H 0.18 4.17 2.97
H -1.66 5.58 2.46
H -3.91 5.00 2.82
H -4.79 2.90 3.32
H -3.74 0.81 2.89

Results
**Spin multiplicity**: 2
**<S²>**: 0.80
**Energy relative to the best compared isomer or geometry (same formula, charge and spin)**: 165.98 kcal per mole
**HOMO-LUMO gap (alpha / beta)**: 0.27393 / 0.23772 Ha
**HOMO level (alpha / beta)**: -7.49 / -7.59 eV
**Lowest unoccupied orbital energy (alpha / beta)**: -0.0014 / -0.0412 hartree